No. 1
A structure of composition C14H23BN6Ti in a non-equilibrium geometry. Source: OMol25; level of theory: wB97M-V/def2-TZVPD.

Last column: Löwdin charge in e.
Atoms and positions in Å:
Ti 1.20 -0.53 0.55  1.054
N 0.25 1.18 0.73  -0.071
N 1.87 -0.12 -1.02  -0.155
N -0.85 -0.32 -2.20  0.078
N 0.05 2.13 -0.25  0.005
N 1.69 1.06 -1.75  0.039
N -0.77 1.02 -2.39  0.035
C 2.84 1.39 -2.33  0.037
C -2.58 0.23 -3.41  0.017
C 3.18 -0.53 -1.24  -0.021
C 3.79 0.42 -2.04  0.032
C -1.93 -0.84 -2.80  0.006
C 2.39 -0.49 2.22  -0.155
C -1.03 -1.87 2.05  -0.507
C -0.42 3.25 0.33  0.016
C -0.13 1.71 1.93  -0.065
C -0.41 -1.92 0.64  -0.198
C -1.41 -3.27 2.53  -0.062
C -2.26 -0.97 2.13  -0.071
C -1.83 1.37 -3.13  0.019
C -0.53 3.03 1.70  0.020
B 0.37 1.86 -1.75  -0.427
H 2.18 0.31 2.94  0.032
H -1.75 -3.25 3.57  0.095
H 4.80 0.40 -2.41  0.134
H -0.13 -0.84 -1.71  0.112
H -0.62 4.11 -0.29  0.150
H -2.22 -3.66 1.90  0.097
H 2.21 -1.49 2.67  0.041
H -1.97 2.41 -3.41  0.151
H -0.27 -1.47 2.76  0.108
H -3.49 0.19 -3.98  0.125
H -0.06 1.14 2.84  0.131
H 0.45 2.89 -2.36  0.141
H 2.87 2.28 -2.93  0.156
H -3.02 -1.31 1.41  0.095
H 3.52 -1.48 -0.85  0.145
H -1.17 -1.75 -0.14  0.051
H 0.12 -2.86 0.45  0.078
H -0.56 -3.96 2.45  0.084
H -0.88 3.73 2.44  0.122
H -2.16 -1.89 -2.74  0.148
H -2.70 -1.00 3.13  0.100
H 3.43 -0.42 1.85  0.026
H -2.03 0.08 1.90  0.050

For the HOMO-LUMO gap, the calculation gives 8.1 eV. The calculation puts the energy above the lowest of the compared OMol25 structures with the same formula, charge and spin at 76.45 kJ/mol. For the HOMO energy, the calculation gives -15.83 eV. Its net charge is +2.

No. 2
A structure of composition C14H23ClIO2P2Pd in a non-equilibrium geometry. Source: OMol25; level of theory: wB97M-V/def2-TZVPD.

Last column: Löwdin charge in e.
Atoms and positions in Å:
I 0.85 3.57 -1.82  0.731
Pd -0.12 1.06 -1.30  0.309
Cl 1.92 2.21 0.33  0.002
P -1.06 1.04 0.90  0.851
P 1.24 -0.65 -2.20  0.809
O -1.73 -1.35 -1.78  -0.002
O -2.13 -3.10 0.33  0.135
C -0.14 0.36 2.34  -0.328
C 1.17 -0.13 2.24  -0.043
C -1.31 2.80 1.39  -0.242
C -1.41 -0.24 -2.19  -0.458
C 2.92 -0.34 -1.60  -0.242
C 1.06 -2.40 -1.73  -0.199
C -0.73 0.38 3.61  0.023
C -0.04 -0.07 4.74  0.096
C -1.53 -2.14 0.43  0.004
C -2.77 0.48 1.25  -0.226
C 1.29 -0.51 4.63  0.048
C -2.00 0.43 -3.37  -0.015
C 1.89 -0.54 3.36  0.048
C 1.34 -0.74 -4.00  -0.190
H 3.12 0.73 -1.68  0.015
H 1.85 -0.81 5.53  0.154
H -1.22 0.72 -4.10  0.094
H 1.64 0.23 -4.39  0.072
H 2.08 -1.50 -4.28  0.091
H -1.92 2.85 2.30  0.072
H 1.68 -0.15 1.28  0.050
H -1.81 3.31 0.56  0.058
H 1.86 -2.98 -2.22  0.094
H 3.65 -0.92 -2.18  0.090
H 0.08 -2.77 -2.05  0.056
H 0.37 -1.02 -4.43  0.065
H 1.16 -2.49 -0.65  0.052
H -0.54 -0.08 5.72  0.164
H -1.75 0.74 3.72  0.137
H -3.25 1.20 1.93  0.070
H -2.51 1.33 -3.02  0.107
H -3.32 0.46 0.30  0.068
H 2.92 -0.87 3.26  0.150
H -2.72 -0.21 -3.87  0.127
H -0.32 3.25 1.56  0.022
H 2.97 -0.65 -0.55  0.042
H -2.75 -0.52 1.71  0.037

As for the spin multiplicity: 5. For the HOMO-LUMO gap (alpha / beta), the calculation gives 8.2 / 5.2 eV. As for the expectation value of S²: 6.05. For the HOMO energy (alpha / beta), the calculation gives -19.08 / -19.21 eV. Its net charge is +3.

No. 3
A cluster of 2 separate species, C14H23N2O in total in a non-equilibrium geometry. Source: OMol25; level of theory: wB97M-V/def2-TZVPD.

Last column: Löwdin charge in e.
Atoms and positions in Å:
O 0.49 6.12 -1.13  -0.049
N 0.00 3.35 -1.27  -0.004
N -1.50 -0.62 2.18  -0.023
C 0.30 3.99 0.00  -0.269
C -3.09 -2.10 3.32  -0.138
C 0.96 -0.41 2.32  -0.195
C -0.14 5.46 -0.03  -0.455
C -1.61 -1.91 2.93  -0.110
C 3.53 -1.50 2.65  -0.021
C -2.85 0.01 2.11  -0.114
C 0.17 6.17 1.28  -0.048
C 2.55 -2.21 1.96  -0.042
C -0.35 0.12 2.19  0.084
C 3.24 -0.24 3.14  -0.044
C 1.29 -1.69 1.80  -0.012
C 1.99 0.31 2.97  0.004
C -3.87 -1.08 2.47  -0.144
H -2.89 0.83 2.83  0.133
H -0.99 3.37 -1.45  0.076
H -0.95 -1.86 3.81  0.139
H -0.48 1.19 2.25  0.139
H -0.13 7.22 1.23  0.085
H 0.55 -2.23 1.24  0.114
H 1.77 1.30 3.35  0.122
H -1.22 5.50 -0.22  0.138
H 1.39 3.96 0.16  0.124
H -4.25 -1.57 1.56  0.119
H 3.99 0.30 3.70  0.119
H 2.79 -3.18 1.55  0.120
H -0.35 5.71 2.13  0.077
H -3.02 0.44 1.12  0.132
H -3.22 -1.87 4.39  0.119
H 0.52 5.51 -1.90  0.096
H 0.29 2.38 -1.27  0.065
H -0.16 3.46 0.83  0.090
H 4.50 -1.93 2.79  0.123
H -4.75 -0.68 3.00  0.125
H 1.24 6.14 1.48  0.083
H -1.25 -2.72 2.30  0.117
H -3.43 -3.13 3.18  0.124

For the HOMO-LUMO gap, the calculation gives 6.7 eV. The calculation puts the energy above the lowest of the compared OMol25 structures with the same formula, charge and spin at 39.32 kJ/mol. For the HOMO energy, the calculation gives -11.89 eV. Its net charge is +1.

No. 4
The molecule C14H23N3O2S. Source: OMol25; level of theory: wB97M-V/def2-TZVPD.

Last column: Löwdin charge in e.
Atoms and positions in Å:
S -6.98 0.13 0.97  0.987
O -4.48 2.12 -0.02  0.081
O -6.08 3.61 0.33  0.101
N -5.47 -2.09 1.13  0.053
N -4.61 -0.52 -0.21  0.100
N -4.30 -2.50 0.61  0.067
C -0.05 -0.93 -0.80  -0.224
C -1.41 -0.88 -0.10  -0.199
C 2.37 -0.22 -0.72  -0.227
C 1.02 -0.17 -0.02  -0.224
C 3.45 0.53 0.07  -0.228
C -5.75 2.49 0.04  -0.618
C -5.62 -0.89 0.62  -0.690
C -3.79 -1.56 -0.20  -0.316
C 6.25 0.73 1.40  -0.202
C 4.80 0.48 -0.64  -0.218
C 7.40 0.13 1.66  0.000
C -2.48 -1.64 -0.89  -0.118
C -6.77 1.42 -0.33  -0.353
C 5.89 1.30 0.07  -0.221
H -0.15 -0.49 -1.79  0.119
H -1.72 0.16 0.02  0.119
H 2.68 -1.26 -0.85  0.117
H 4.68 0.87 -1.66  0.111
H 0.71 0.87 0.11  0.119
H -6.49 0.91 -1.25  0.085
H -2.19 -2.68 -1.00  0.121
H -7.75 1.88 -0.42  0.083
H 2.28 0.23 -1.71  0.116
H -2.58 -1.19 -1.88  0.128
H 3.14 1.57 0.19  0.119
H -1.32 -1.31 0.90  0.121
H 5.13 -0.56 -0.72  0.117
H 5.50 0.81 2.17  0.096
H 0.25 -1.97 -0.92  0.117
H -3.93 -3.41 0.85  0.165
H 8.17 0.04 0.91  0.055
H 1.11 -0.61 0.98  0.117
H 6.77 1.33 -0.57  0.107
H 5.52 2.32 0.20  0.112
H 7.63 -0.27 2.63  0.048
H -4.39 1.15 -0.22  0.049
H 3.54 0.08 1.06  0.108

For the HOMO-LUMO gap, the calculation gives 9.3 eV. The calculation puts the energy above the lowest of the compared OMol25 structures with the same formula, charge and spin at 37.10 kJ/mol. For the HOMO energy, the calculation gives -8.86 eV. The SMILES is C=CCCCCCCCCc1nc(SCC(=O)O)n[nH]1.

No. 5
The molecule C14H23N3O3. Source: OMol25; level of theory: wB97M-V/def2-TZVPD.

Last column: Löwdin charge in e.
Atoms and positions in Å:
O 2.47 -0.53 2.28  0.125
O 1.42 1.45 2.46  0.090
O -1.68 0.66 1.04  0.027
N -1.34 -2.32 -3.75  0.093
N 0.54 -0.09 1.14  0.038
N 0.16 -2.78 -2.19  -0.058
C 1.57 0.20 1.98  -0.528
C -0.09 -2.18 -3.39  -0.382
C -0.34 1.05 0.91  -0.451
C 0.17 2.03 2.03  -0.387
C 0.95 -1.48 -4.18  -0.011
C 1.38 -2.78 -1.43  -0.131
C -1.94 -3.04 -2.76  -0.152
C -2.03 2.84 3.11  -0.082
C 0.47 3.45 1.55  0.001
C 0.44 -1.34 0.42  -0.126
C -1.03 -3.33 -1.78  -0.090
C -0.73 2.06 3.27  -0.161
C 1.55 -1.49 -0.62  -0.134
C -0.21 1.57 -0.52  0.023
H -2.66 2.69 3.98  0.077
H 1.79 -2.14 -4.40  0.079
H 1.32 -0.60 -3.66  0.070
H -0.95 1.03 3.58  0.120
H 0.83 1.81 -0.75  0.095
H 0.80 4.04 2.40  0.098
H 1.28 3.44 0.82  0.091
H 0.52 -2.15 1.15  0.140
H 0.50 -1.16 -5.12  0.082
H -0.56 0.80 -1.20  0.089
H -1.82 0.23 1.89  0.110
H -0.41 3.90 1.11  0.089
H 2.51 -1.51 -0.11  0.117
H -1.83 3.91 3.02  0.072
H 2.22 -2.89 -2.12  0.124
H -0.55 -1.36 -0.04  0.120
H 1.37 -3.64 -0.76  0.131
H -2.58 2.52 2.23  0.072
H -0.14 2.50 4.08  0.126
H 1.54 -0.63 -1.30  0.101
H -0.83 2.45 -0.65  0.091
H -2.98 -3.29 -2.82  0.090
H -1.12 -3.88 -0.87  0.112

For the HOMO-LUMO gap, the calculation gives 9.1 eV. The calculation puts the energy above the lowest of the compared OMol25 structures with the same formula, charge and spin at 46.97 kJ/mol. For the HOMO energy, the calculation gives -8.54 eV. The SMILES is CC[C@@]1(C)OC(=O)N(CCCn2ccnc2C)[C@@]1(C)O.